Record 1
# C4H3IN2

A single C4H3IN2 molecule at a distorted geometry (wB97M-V/def2-TZVPD, the Open Molecules 2025 dataset).

The geometry in XYZ format:
```
10
Properties=species:S:1:pos:R:3:forces:R:3
C -0.18089 -1.60795 0.99942 1.6 1.2 -3.6
C -0.51233 -0.33313 0.90895 -1.8 0.3 1.8
C -0.24038 0.64505 -0.13962 -0.3 -0.2 1.0
I -1.35283 2.41558 0.11825 0.2 0.2 -0.4
N 0.64690 0.37583 -0.96827 1.3 -0.5 -0.3
C 1.23881 1.08129 -1.90791 -1.4 0.3 -0.3
N 1.59964 1.60987 -2.86295 0.7 0.3 -0.3
H -0.42713 -2.04105 1.87446 -0.7 -2.0 2.5
H 0.36831 -2.11906 0.19831 -0.2 0.1 0.5
H -1.14009 -0.02641 1.77936 0.6 0.4 -1.0
```
Positions in Å, forces in eV/Å.

As for the structure (SMILES): C=C/C(I)=N/C#N. Its HOMO-LUMO gap is 0.339 Eh. The calculation puts the LUMO energy at -1.01 eV. As for the spin multiplicity: 1. For the energy above the lowest of the compared OMol25 structures with the same formula, charge and spin, the calculation gives 0.808 eV.

Löwdin population analysis, charges in e, atoms 1 to 4:
1 C 0.06
2 C -0.25
3 C -0.77
4 I 0.89

***

Record 2
# C14H19F4N2O4

A gas-phase ion, C14H19F4N2O4 (charge +1) at a distorted geometry (wB97M-V/def2-TZVPD, the Open Molecules 2025 dataset).

The geometry in XYZ format:
```
43
Properties=species:S:1:pos:R:3:forces:R:3
C -2.39084 -0.42733 -3.76361 -0.9 -0.5 -2.0
O -1.04290 -0.36241 -3.17834 -1.7 1.3 1.6
C -1.03508 0.35216 -1.88284 -0.5 -0.3 0.4
C -0.48305 -0.70345 -0.75840 0.4 -2.9 3.2
C -1.56998 -1.72345 0.00183 4.3 0.7 0.1
C -3.18389 -1.72368 -0.29028 -0.2 -0.6 0.4
C -4.00819 -0.67911 0.67993 -0.5 -0.5 0.0
O -4.06065 -1.18414 2.08745 1.8 1.8 -1.5
C -0.83446 -2.73015 1.11793 1.3 2.2 -1.7
N 0.61477 -2.73754 1.43887 -5.0 1.2 -2.4
N 1.42702 -1.88756 0.74686 0.1 2.0 -2.4
C 2.92186 -2.01980 1.12796 2.5 -3.2 1.6
F 3.07823 -3.11805 2.15634 -0.9 3.6 -3.8
F 3.76798 -2.45950 -0.01834 -3.2 1.8 3.5
C 3.49658 -0.66371 1.89388 2.5 -0.1 1.9
F 4.80958 -0.25857 1.30476 -4.4 -1.2 1.6
F 3.79943 -1.00402 3.33342 -1.1 1.0 -4.7
C 1.12212 -0.86132 -0.30969 -4.0 -0.9 -0.2
C 2.15790 0.11431 -1.11112 -0.1 0.8 -0.1
C 2.33823 1.62272 -0.43471 1.5 0.5 -1.7
O 1.07553 2.22666 0.01642 2.2 2.0 1.9
C 1.43862 3.52563 0.67427 3.5 5.4 -1.4
C 0.70057 4.00241 2.09622 -0.6 -1.5 -1.1
O 2.32162 4.40038 0.17066 -5.4 -6.5 2.6
H -2.23999 -0.43831 -4.94759 -0.2 0.1 2.7
H -3.07686 0.49651 -3.53094 1.5 -1.7 -0.2
H -2.96831 -1.44428 -3.52955 1.4 2.2 -0.2
H -0.43213 1.35343 -1.95544 -0.8 -2.2 0.3
H -2.14079 0.66371 -1.56101 2.4 -0.8 -0.6
H -3.46074 -1.47337 -1.40536 1.0 -0.4 2.2
H -3.65188 -2.80134 -0.07912 1.4 2.3 -0.3
H -3.54448 0.39351 0.59789 -1.0 -2.0 0.3
H -5.14109 -0.68771 0.30776 2.6 0.1 0.7
H -3.33868 -0.70542 2.60128 -1.4 -0.9 -1.0
H -1.57199 -3.48558 1.67528 2.3 1.8 -1.1
H 2.70343 0.19576 1.93487 1.9 -1.5 -0.3
H 3.23974 -0.29854 -1.26371 -2.1 0.5 0.6
H 1.73473 0.32448 -2.20751 0.6 -0.9 2.6
H 3.17935 1.66411 0.38826 -1.9 -0.2 -1.5
H 2.73792 2.30729 -1.32745 -0.7 -1.6 2.0
H 0.72401 3.07113 2.80471 -0.1 1.9 -1.2
H -0.42489 4.22839 1.81267 2.3 -0.4 0.7
H 1.21162 4.93574 2.58549 -0.8 -2.0 -1.4
```
Positions in Å, forces in eV/Å.

As for the structure (SMILES): COCc1c(CCO)cn[n+](C(F)(F)C(F)F)c1CCOC(C)=O. Its HOMO-LUMO gap is 0.286 Eh. The calculation puts the LUMO energy at -5.63 eV. Its charge is +1. As for the spin multiplicity: 1.

Löwdin population analysis, charges in e, atoms 1 to 4:
1 C -0.12
2 O -0.23
3 C -0.16
4 C 0.08

***

Record 3
# C2H4Cl4NO5V

A molecular structure, C2H4Cl4NO5V at a distorted geometry (wB97M-V/def2-TZVPD, the Open Molecules 2025 dataset).

The geometry in XYZ format:
```
17
Properties=species:S:1:pos:R:3:forces:R:3
O 0.23117 1.01279 -0.71188 -1.1 0.3 -3.2
V 0.73181 0.81963 0.71063 2.3 -0.5 3.1
O -0.48114 1.01219 1.67622 -0.5 0.3 0.6
N 3.11773 1.36834 1.21626 0.1 1.7 -0.8
O 4.22919 1.73753 1.34488 0.4 -0.1 0.4
O 2.13995 2.27330 1.10485 0.0 -2.2 0.1
O 2.78926 0.15389 1.06865 -1.3 0.4 0.1
C 0.42857 -2.15626 -0.77415 0.3 2.6 -1.6
Cl 0.26568 -1.72014 0.92399 0.6 0.1 0.4
Cl 2.00284 -2.14908 -1.57297 0.5 0.1 0.6
H 0.08409 -3.12123 -0.93563 -1.2 -1.5 0.0
H -0.09069 -1.31359 -1.27951 -0.1 -1.2 0.2
C -2.97128 0.47344 -0.41885 -0.2 0.4 -0.6
Cl -4.32699 1.41004 -1.02681 -0.4 0.4 -0.4
Cl -2.78923 -1.02560 -1.30185 0.2 -0.7 -0.6
H -2.06415 1.06351 -0.56906 -0.3 -0.3 0.6
H -3.29683 0.16122 0.54523 0.6 0.2 0.9
```
Positions in Å, forces in eV/Å.

Its HOMO-LUMO gap is 0.365 Eh. The calculation puts the LUMO energy at -1.11 eV. As for the spin multiplicity: 1. For the energy above the lowest of the compared OMol25 structures with the same formula, charge and spin, the calculation gives 0.000 eV.

Löwdin population analysis, charges in e, atoms 1 to 4:
1 O -0.31
2 V 0.77
3 O -0.35
4 N -0.50

***

no.,HOMO energy (Ha)
1,-0.376
2,-0.493
3,-0.406